[1]
Density functional theory data (wB97M-V/def2-TZVPD) for an isolated molecule of C3HBrClN in a non-equilibrium geometry.

Structure (XYZ):
```
7
Properties=species:S:1:pos:R:3:forces:R:3:mulliken_charge:R:1
N -1.281 -1.430 1.577 -0.129 -1.017 1.276 -0.355
C -0.942 -0.870 0.638 -1.124 0.238 -0.268 0.359
C -0.709 -0.013 -0.406 6.538 2.651 1.116 -0.074
Br -1.137 -0.327 -2.144 -0.128 0.063 -0.427 0.024
C 0.954 0.694 0.088 -6.424 -2.925 -1.070 -0.266
Cl 2.033 1.354 -0.890 1.113 0.898 -1.358 -0.077
H 1.083 0.592 1.136 0.153 0.092 0.730 0.389
```
Forces are in eV/Å.

SMILES string = N#C/C(Br)=C/Cl
HOMO level (alpha / beta) = -8.868 / -9.198 eV
LUMO (alpha / beta) = -1.58 / -0.62 eV

[2]
Density functional theory data (wB97M-V/def2-TZVPD) for an isolated molecule of C3HBrClN in a non-equilibrium geometry.

Structure (XYZ):
```
7
Properties=species:S:1:pos:R:3:forces:R:3:mulliken_charge:R:1
N -0.727 0.498 2.599 -0.597 0.317 1.297 -0.302
C -0.304 0.185 1.591 2.574 -1.218 -5.439 0.052
C 0.377 -0.208 0.095 -2.066 0.750 3.938 0.047
Br 1.838 -1.358 0.177 -0.152 0.200 -0.014 -0.012
C -0.267 0.222 -0.982 0.313 -0.158 0.076 -0.039
Cl 0.213 -0.203 -2.569 -0.022 0.101 0.095 -0.141
H -1.131 0.864 -0.911 -0.050 0.008 0.047 0.395
```
Forces are in eV/Å.

SMILES string = N#C/C(Br)=C/Cl
HOMO level = -10.242 eV
LUMO = 0.25 eV

[3]
Density functional theory data (wB97M-V/def2-TZVPD) for an isolated ion of composition C3HBrNO2S2 and charge -1 in a non-equilibrium geometry.

Structure (XYZ):
```
10
Properties=species:S:1:pos:R:3:forces:R:3:mulliken_charge:R:1
C 1.889 -0.344 -0.253 -0.847 1.310 -0.039 -0.235
C 0.028 -1.443 0.029 -1.142 6.195 1.395 0.138
C -0.385 0.291 0.670 1.688 -4.425 -1.573 0.001
N 1.215 -1.437 -0.485 -1.099 -1.130 1.218 -0.539
O -1.725 2.575 0.977 0.284 0.327 -0.007 -0.605
O -1.793 1.249 -1.134 -0.370 0.449 0.122 -0.550
S 1.090 1.063 0.404 -0.152 -2.033 -0.333 -0.064
S -2.011 1.284 0.333 -0.110 -0.880 -0.308 0.508
Br -1.152 -2.826 0.081 -0.613 -0.760 -0.043 -0.156
H 2.844 -0.412 -0.623 2.361 0.947 -0.432 0.501
```
Forces are in eV/Å.

HOMO level (alpha / beta) = -3.862 / -3.861 eV
LUMO (alpha / beta) = 3.07 / 3.07 eV
Total charge = -1

[4]
Density functional theory data (wB97M-V/def2-TZVPD) for an isolated ion of composition C3HBrNO3 and charge -1 in a non-equilibrium geometry.

Structure (XYZ):
```
9
Properties=species:S:1:pos:R:3:forces:R:3:mulliken_charge:R:1
C -1.390 2.543 -0.739 1.622 -3.045 1.522 -0.470
C -0.050 2.276 -1.153 0.004 1.383 1.202 0.694
C -1.499 0.123 0.047 -2.395 2.103 -1.588 0.008
N -0.173 0.021 0.006 -1.632 0.945 -1.352 0.105
O 0.835 3.032 -1.581 -1.219 -1.349 -0.119 -0.652
O -2.452 -0.575 0.335 1.936 0.375 0.328 -0.457
O 0.524 1.090 -0.569 1.780 -0.390 0.143 -0.303
Br -2.646 3.079 -1.919 -1.163 0.548 -1.238 -0.141
H 0.337 -0.376 0.742 1.066 -0.570 1.102 0.216
```
Forces are in eV/Å.

HOMO level (alpha / beta) = -3.048 / -3.146 eV
LUMO (alpha / beta) = 3.52 / 3.51 eV
Total charge = -1

[5]
Density functional theory data (wB97M-V/def2-TZVPD) for C3HCeO2 as an isolated structure in a non-equilibrium geometry.

Structure (XYZ):
```
7
Properties=species:S:1:pos:R:3:forces:R:3:lowdin_spin:R:1
C 0.287 -1.438 -0.055 1.051 0.235 0.622 -0.005
H 0.747 -2.316 -0.486 -0.373 -0.065 0.167 0.000
C -0.155 -0.478 0.569 0.461 -0.406 -0.577 -0.002
O -2.006 0.611 -0.279 2.840 1.278 2.564 -0.004
C -0.906 0.782 0.247 -4.713 -3.082 -3.224 0.000
Ce 2.106 1.105 -0.019 -3.801 0.264 0.245 1.026
O -0.073 1.733 0.023 4.537 1.777 0.203 -0.015
```
Forces are in eV/Å.

2S+1 = 2
HOMO level (alpha / beta) = -18.687 / -18.693 eV
LUMO (alpha / beta) = -12.25 / -11.66 eV
Total charge = +2

[6]
Density functional theory data (wB97M-V/def2-TZVPD) for an isolated ion of composition C3HCl2N2 and charge +1 in a non-equilibrium geometry.

Structure (XYZ):
```
8
Properties=species:S:1:pos:R:3:forces:R:3:mulliken_charge:R:1
C -0.028 -1.588 0.058 -0.477 0.120 0.065 0.532
C -0.449 0.752 -0.033 -0.297 0.868 -0.019 0.517
C 0.984 0.247 -0.017 0.145 0.291 -0.068 -0.131
N -1.175 -1.655 0.103 -0.895 -0.932 0.019 -0.333
N 1.171 -1.000 0.022 1.161 -0.227 -0.016 -0.271
Cl -1.141 1.226 1.390 0.230 -0.170 -0.506 0.146
Cl -1.177 1.068 -1.482 0.268 -0.109 0.531 0.147
H 1.813 0.950 -0.043 -0.136 0.158 -0.005 0.394
```
Forces are in eV/Å.

HOMO level = -16.512 eV
LUMO = -7.95 eV
Total charge = +1

[7]
Density functional theory data (wB97M-V/def2-TZVPD) for an isolated molecule of C3HCl2NOS in a non-equilibrium geometry.

Structure (XYZ):
```
9
Properties=species:S:1:pos:R:3:forces:R:3:mulliken_charge:R:1
C -0.288 -0.340 -0.257 0.192 -0.093 1.120 -0.163
C -0.695 -0.825 1.144 2.034 0.204 -1.621 0.422
C -2.058 -0.969 1.393 -2.126 0.168 1.021 0.304
N -0.617 -0.884 -1.323 0.376 0.592 0.557 -0.118
O 0.226 -1.046 1.921 -0.609 0.102 0.276 -0.517
S -1.158 -1.671 -2.503 -0.653 -0.877 -1.209 -0.079
Cl -3.260 -0.599 0.231 0.389 -0.202 0.401 -0.103
Cl -2.593 -1.161 3.006 0.141 -0.162 -0.485 -0.093
H 0.488 0.411 -0.231 0.256 0.267 -0.061 0.347
```
Forces are in eV/Å.

HOMO level (alpha / beta) = -8.250 / -9.043 eV
LUMO (alpha / beta) = -2.28 / -0.96 eV

[8]
Density functional theory data (wB97M-V/def2-TZVPD) for an isolated molecule of C3HCl2NS in a non-equilibrium geometry.

Structure (XYZ):
```
8
Properties=species:S:1:pos:R:3:forces:R:3:mulliken_charge:R:1
N 2.090 -1.067 0.282 0.136 -0.388 -0.157 -0.344
C 1.137 -0.436 0.353 2.007 0.587 0.486 0.105
C 0.005 0.430 0.519 0.030 0.667 -1.909 0.096
Cl 0.331 2.187 0.033 0.020 -1.237 1.114 -0.136
C -0.877 -0.260 -0.554 -0.055 1.248 1.334 0.189
S -1.738 -1.476 -0.071 -1.222 -1.337 0.022 -0.179
Cl -0.658 0.332 -2.114 -0.133 -0.102 -0.854 -0.074
H -0.289 0.289 1.551 -0.783 0.562 -0.036 0.342
```
Forces are in eV/Å.

SMILES string = N#C[C@@H](Cl)C(=S)Cl
HOMO level = -9.917 eV
LUMO = -1.23 eV

[9]
Density functional theory data (wB97M-V/def2-TZVPD) for an isolated molecule of C3HCl3 in a non-equilibrium geometry.

Structure (XYZ):
```
7
Properties=species:S:1:pos:R:3:forces:R:3:mulliken_charge:R:1
C -1.436 -0.695 0.808 6.677 4.943 -2.056 -0.180
C -0.433 0.030 0.406 -6.262 -5.835 2.692 -0.557
C 0.665 0.402 -0.411 0.752 -0.591 -1.019 0.676
Cl 2.238 0.398 0.531 -1.262 0.463 -0.822 -0.099
Cl 0.904 -0.947 -1.777 -0.256 1.685 1.233 -0.140
Cl 0.106 1.963 -1.088 1.136 -0.283 -0.254 -0.083
H -2.044 -1.152 1.531 -0.786 -0.382 0.227 0.383
```
Forces are in eV/Å.

SMILES string = C#CC(Cl)(Cl)Cl
HOMO level = -10.531 eV
LUMO = -0.53 eV

[10]
Density functional theory data (wB97M-V/def2-TZVPD) for an isolated molecule of C3HCl3NP in a non-equilibrium geometry.

Structure (XYZ):
```
9
Properties=species:S:1:pos:R:3:forces:R:3:mulliken_charge:R:1
Cl -0.117 -1.639 -2.447 -0.159 -0.108 0.168 -0.124
C -0.083 -0.864 -0.957 2.168 -3.238 6.174 0.298
N 0.347 -1.617 0.354 -1.552 1.785 -6.769 -0.444
P 0.178 -0.576 1.607 1.631 0.843 -0.005 0.055
C -0.017 0.911 0.575 -0.324 -0.874 -0.450 0.342
Cl -0.389 2.421 1.284 0.040 0.103 -0.410 -0.152
C -0.327 0.501 -0.742 -0.281 1.136 2.229 0.049
Cl -1.222 1.504 -1.810 0.403 -0.081 -0.205 -0.149
H 1.630 -0.641 2.136 -1.924 0.435 -0.733 0.125
```
Forces are in eV/Å.

SMILES string = Clc1n[pH]c(Cl)c1Cl
HOMO level (alpha / beta) = -9.029 / -9.026 eV
LUMO (alpha / beta) = -1.31 / -1.31 eV

[11]
Density functional theory data (wB97M-V/def2-TZVPD) for a 2-piece molecular cluster, C3HCl3NP overall in a non-equilibrium geometry.

Structure (XYZ):
```
9
Properties=species:S:1:pos:R:3:forces:R:3:lowdin_spin:R:1
C 0.832 -1.164 -0.471 2.081 -0.898 -0.776 0.244
C -0.309 -0.829 -0.250 -2.890 1.791 2.768 0.154
C 1.257 1.711 0.036 -0.232 0.908 0.180 0.025
N 0.314 2.061 -0.522 0.180 -0.044 -0.240 0.018
P -1.681 -0.169 0.690 3.054 0.846 -4.487 0.908
Cl 2.343 -1.663 -0.880 -0.446 0.080 0.078 0.093
Cl -2.852 -1.793 0.967 -2.191 -1.902 0.600 0.374
Cl 2.532 1.460 1.016 0.256 -0.276 0.016 0.007
H -2.437 0.388 -0.586 0.188 -0.506 1.861 0.177
```
Forces are in eV/Å.

2S+1 = 3
HOMO level (alpha / beta) = -5.101 / -10.128 eV
LUMO (alpha / beta) = 0.29 / -3.59 eV

[12]
Density functional theory data (wB97M-V/def2-TZVPD) for a 2-piece molecular cluster, C3HCl3O overall in a non-equilibrium geometry.

Structure (XYZ):
```
8
Properties=species:S:1:pos:R:3:forces:R:3:mulliken_charge:R:1
C 0.094 4.121 -1.366 1.084 -1.194 -0.563 0.080
C 0.472 0.182 -0.332 2.015 0.155 -0.611 -0.532
C 0.718 -0.465 -1.458 0.673 1.587 0.717 0.534
O 0.818 3.324 -1.737 -1.131 1.281 0.451 -0.072
Cl 1.573 1.258 0.474 -0.706 -0.499 -0.307 -0.134
Cl 2.075 -0.046 -2.320 1.504 0.072 -1.425 -0.164
Cl -0.282 -1.634 -2.090 -0.939 -1.005 -0.468 -0.150
H -0.305 -0.231 0.164 -2.500 -0.396 2.206 0.438
```
Forces are in eV/Å.

HOMO level = -9.464 eV
LUMO = 0.70 eV